Entry 1:
The following is a quantum chemistry calculation of a molecular structure, C46H38BrN2O3P2PbS2, from the OMol25 dataset.

Computed properties:
2S+1	1
E_tot	-172976.38314	eV
LUMO level	-2.2528	eV
net charge	+1
orbital gap	8.16	eV
ΔE to the lowest compared entry with this formula, charge and spin	0.000	eV

```
95
C46H38BrN2O3P2PbS2 | the OMol25 dataset | ωB97M-V/def2-TZVPD
Pb -1.04 1.20 -0.05
O -1.92 2.18 2.88
S -0.34 -0.62 2.52
C -0.08 -2.35 2.14
C 0.68 -3.13 3.01
C 0.75 -4.50 2.83
C 0.02 -5.10 1.81
C -0.74 -4.33 0.96
C -0.77 -2.94 1.08
P -1.70 -1.85 -0.06
C -1.90 -2.71 -1.65
C -1.03 -3.68 -2.16
C -1.19 -4.17 -3.44
C -2.22 -3.70 -4.25
C -3.08 -2.73 -3.77
C -2.92 -2.23 -2.48
C -3.38 -1.88 0.65
C -3.76 -0.84 1.50
C -5.01 -0.84 2.11
C -5.89 -1.87 1.86
C -5.53 -2.91 1.02
C -4.28 -2.92 0.42
C 1.29 -0.03 2.91
C 1.65 0.04 4.25
C 2.91 0.50 4.62
C 3.81 0.88 3.64
C 3.45 0.83 2.30
C 2.19 0.39 1.92
P 1.68 0.37 0.17
C 2.04 -1.31 -0.41
C 1.73 -1.63 -1.73
C 2.09 -2.86 -2.25
C 2.73 -3.80 -1.45
C 3.01 -3.49 -0.12
C 2.68 -2.25 0.39
C 2.94 1.39 -0.66
C 2.93 2.77 -0.42
C 3.93 3.57 -0.96
C 4.92 3.02 -1.75
C 4.92 1.66 -2.01
C 3.94 0.84 -1.46
H 1.20 -2.66 3.84
H 1.35 -5.10 3.50
H 0.04 -6.18 1.69
H -1.33 -4.81 0.19
H -0.21 -4.04 -1.55
H -0.51 -4.93 -3.81
H -2.34 -4.09 -5.25
H -3.88 -2.35 -4.39
H -3.60 -1.48 -2.12
H -3.08 -0.02 1.71
H -5.28 -0.02 2.76
H -6.87 -1.87 2.33
H -6.22 -3.72 0.83
H -4.01 -3.73 -0.24
H 0.93 -0.26 5.01
H 3.18 0.55 5.66
H 4.80 1.23 3.91
H 4.16 1.15 1.55
H 1.21 -0.91 -2.36
H 1.86 -3.10 -3.28
H 3.01 -4.76 -1.85
H 3.50 -4.22 0.51
H 2.93 -2.01 1.42
H 2.14 3.21 0.18
H 3.93 4.63 -0.74
H 5.70 3.65 -2.16
H 5.70 1.22 -2.62
H 3.97 -0.22 -1.64
S -0.47 1.33 -2.79
C 0.56 2.65 -3.13
N 0.48 3.89 -2.70
C 1.53 4.75 -3.26
C 2.24 3.81 -4.25
N 1.59 2.53 -3.99
H -0.16 4.24 -1.98
H 2.19 5.09 -2.47
H 1.09 5.61 -3.75
H 3.31 3.74 -4.05
H 2.09 4.11 -5.29
H 1.78 1.67 -4.47
Br -4.02 4.19 -0.88
C -3.39 3.92 0.88
C -4.43 3.60 1.85
C -4.13 3.30 3.12
C -2.72 3.18 3.54
C -1.68 3.57 2.57
C -2.10 4.00 1.21
C -0.97 4.22 0.23
O -0.99 5.11 -0.60
O -0.05 3.31 0.34
H -5.46 3.66 1.53
H -4.91 3.15 3.85
H -2.51 3.27 4.60
H -0.72 3.93 2.92
```

Entry 2:
The following is a quantum chemistry calculation of 7 unconnected molecules or ions with the total composition C46H40BCl12N6O3S in a non-equilibrium geometry, from the OMol25 dataset.

Computed properties:
2S+1	1
E_tot	-225207.15341	eV
LUMO level	-4.1882	eV
net charge	+1
orbital gap	5.94	eV

```
109
C46H40BCl12N6O3S | the OMol25 dataset | ωB97M-V/def2-TZVPD
C -4.12 1.95 -1.02
B -5.06 2.82 -1.97
O -5.55 4.04 -1.48
N -5.45 2.45 -3.38
C -4.60 2.17 -4.42
C -3.06 2.09 -4.51
C -2.27 3.25 -3.79
C -2.86 4.69 -4.05
C -2.69 5.57 -2.73
S -0.91 5.94 -2.35
C -0.43 4.51 -1.33
N 0.53 3.60 -1.54
N 0.43 2.74 -0.49
C -0.57 3.13 0.31
O -1.15 4.27 -0.19
N -5.45 1.93 -5.50
N -6.67 2.04 -5.09
N -6.71 2.35 -3.81
C -7.97 2.53 -3.05
C -8.37 4.05 -3.17
O -8.72 4.65 -2.22
H -3.75 1.07 -1.60
H -3.28 2.61 -0.66
H -4.73 1.69 -0.12
H -5.42 4.73 -2.16
H -2.81 2.14 -5.60
H -2.74 1.08 -4.16
H -2.34 3.06 -2.69
H -1.21 3.20 -4.14
H -3.95 4.72 -4.29
H -2.26 5.23 -4.83
H -3.10 5.00 -1.86
H -3.21 6.56 -2.84
H -0.87 2.58 1.22
H -8.76 1.87 -3.50
H -7.87 2.18 -1.99
H -8.27 4.51 -4.20
Cl -3.33 -0.86 -2.43
C -2.46 -1.81 -1.26
C -1.97 -1.28 -0.08
Cl -2.19 0.38 0.34
C -1.27 -2.09 0.81
C -1.07 -3.43 0.52
C -1.56 -3.96 -0.67
C -2.26 -3.16 -1.55
H -0.89 -1.68 1.73
H -0.52 -4.06 1.21
H -1.41 -5.01 -0.90
H -2.64 -3.58 -2.48
Cl 2.32 0.16 -0.66
C 3.84 0.90 -0.30
C 4.83 0.24 0.42
Cl 4.62 -1.37 1.00
C 6.03 0.88 0.69
C 6.25 2.18 0.24
C 5.26 2.83 -0.48
C 4.06 2.20 -0.75
H 6.80 0.37 1.25
H 7.19 2.67 0.46
H 5.43 3.84 -0.83
H 3.29 2.71 -1.31
Cl 3.14 -8.13 2.30
C 3.91 -6.75 3.00
C 3.76 -5.47 2.48
Cl 2.78 -5.15 1.09
C 4.41 -4.40 3.08
C 5.21 -4.60 4.20
C 5.35 -5.88 4.72
C 4.70 -6.95 4.13
H 4.30 -3.40 2.67
H 5.71 -3.76 4.66
H 5.97 -6.04 5.60
H 4.82 -7.94 4.54
Cl 2.88 -6.71 7.29
C 3.33 -5.32 8.19
C 4.66 -5.02 8.49
Cl 5.96 -6.02 7.95
C 4.97 -3.89 9.23
C 3.96 -3.05 9.68
C 2.63 -3.34 9.38
C 2.32 -4.47 8.64
H 6.00 -3.65 9.46
H 4.20 -2.17 10.26
H 1.84 -2.69 9.72
H 1.29 -4.70 8.41
Cl 8.89 0.34 3.67
C 9.99 1.27 2.71
C 10.31 0.92 1.41
Cl 9.62 -0.47 0.63
C 11.21 1.69 0.68
C 11.78 2.81 1.26
C 11.46 3.16 2.56
C 10.57 2.39 3.29
H 11.46 1.42 -0.33
H 12.49 3.41 0.69
H 11.91 4.04 3.01
H 10.32 2.67 4.30
Cl -11.95 -1.74 -3.45
C -10.85 -1.43 -4.75
C -9.58 -0.92 -4.53
Cl -9.00 -0.56 -2.93
C -8.74 -0.68 -5.60
C -9.16 -0.95 -6.90
C -10.43 -1.47 -7.12
C -11.27 -1.71 -6.04
H -7.75 -0.28 -5.44
H -8.50 -0.76 -7.73
H -10.76 -1.68 -8.12
H -12.26 -2.11 -6.22
```

Entry 3:
The following is a quantum chemistry calculation of a molecular structure, C46H41AsN6Ti in a non-equilibrium geometry, from the OMol25 dataset.

Computed properties:
2S+1	1
E_tot	-141228.63325	eV
LUMO level	-12.8049	eV
net charge	+4
orbital gap	4.97	eV
ΔE to the lowest compared entry with this formula, charge and spin	0.158	eV

```
95
C46H41AsN6Ti | the OMol25 dataset | ωB97M-V/def2-TZVPD
Ti -0.41 -0.82 -0.62
C -1.25 -1.17 -3.67
C 0.17 -1.66 -3.93
C 0.89 -2.53 -2.92
C 1.68 -3.56 -3.43
C 2.52 -4.28 -2.59
C 2.55 -3.95 -1.25
C 1.72 -2.95 -0.79
N 0.87 -2.26 -1.60
N -1.54 -0.33 -2.46
C -1.09 1.08 -2.67
C 0.40 1.15 -2.69
C 1.11 1.92 -3.58
C 2.50 1.83 -3.59
C 3.12 0.96 -2.70
C 2.34 0.24 -1.82
N 1.00 0.33 -1.80
C -3.01 -0.30 -2.26
C -3.37 -0.05 -0.83
C -4.68 0.20 -0.48
C -5.02 0.29 0.86
C -4.01 0.14 1.81
C -2.72 -0.09 1.38
N -2.39 -0.20 0.08
H -1.90 -2.04 -3.63
H -1.55 -0.60 -4.56
H 0.84 -0.84 -4.18
H 0.08 -2.25 -4.84
H 1.66 -3.77 -4.49
H 3.14 -5.07 -2.99
H 3.22 -4.45 -0.56
H 1.73 -2.68 0.25
H -1.47 1.69 -1.84
H -1.51 1.50 -3.59
H 0.60 2.57 -4.27
H 3.08 2.41 -4.29
H 4.19 0.85 -2.68
H 2.79 -0.44 -1.11
H -3.44 -1.26 -2.56
H -3.46 0.45 -2.92
H -5.44 0.30 -1.25
H -6.05 0.46 1.16
H -4.22 0.22 2.87
H -1.93 -0.20 2.11
N -1.69 -2.73 -0.87
C -1.25 -3.72 0.11
C -1.51 -5.06 -0.02
C -1.18 -5.95 1.01
C -0.63 -5.48 2.17
C -0.33 -4.10 2.32
C 0.24 -3.57 3.49
C 0.56 -2.23 3.53
C 0.32 -1.44 2.41
N -0.24 -1.89 1.28
C -0.61 -3.22 1.25
H -1.71 -3.18 -1.78
H -2.66 -2.51 -0.65
H -2.00 -5.44 -0.91
H -1.39 -7.00 0.89
H -0.41 -6.15 2.99
H 0.42 -4.22 4.34
H 1.00 -1.78 4.41
H 0.62 -0.41 2.45
C 1.66 5.60 -1.24
C 2.60 4.60 -1.01
C 2.18 3.38 -0.50
C 0.84 3.16 -0.23
C -0.10 4.16 -0.48
C 0.32 5.38 -0.98
As 0.29 1.53 0.71
C 1.78 1.40 1.96
C 3.03 0.83 1.76
C 4.00 0.96 2.74
C 3.71 1.65 3.91
C 2.45 2.19 4.12
C 1.47 2.06 3.15
C 0.09 2.58 3.25
C -0.44 3.29 4.33
C -1.74 3.76 4.29
C -2.53 3.56 3.17
C -2.03 2.85 2.08
C -0.73 2.36 2.14
H 1.99 6.57 -1.61
H 3.65 4.78 -1.19
H 2.92 2.62 -0.29
H -1.15 4.01 -0.26
H -0.41 6.17 -1.16
H 3.26 0.28 0.85
H 4.99 0.54 2.59
H 4.48 1.76 4.67
H 2.25 2.71 5.05
H 0.18 3.48 5.20
H -2.13 4.32 5.13
H -3.54 3.95 3.13
H -2.64 2.72 1.20
```